[1]
Density functional theory data (wB97M-V/def2-TZVPD) for 3 unconnected molecules or ions with the total composition C26H56ClFNO13P2S.

**Maximum force**: 0.231 hartree/bohr
**Net charge**: -1
**Highest occupied orbital energy**: -4.0 eV

Each line ends with the Löwdin charge.
Cartesian coordinates (Å):
C 2.86 -0.52 7.22  -0.2327
C 4.14 -0.91 6.25  -0.4549
P 3.51 -2.28 5.06  0.7577
C 4.35 -3.97 5.42  -0.3725
P 4.15 -1.77 3.02  0.3531
C 5.14 -1.36 1.44  -0.2870
C 6.64 -2.02 1.36  -0.3137
C 6.47 -3.63 1.08  -0.0904
F 7.41 -1.43 0.20  -0.1619
O 3.54 -3.29 2.37  -0.3661
C 2.26 -3.07 1.63  -0.6178
Cl 2.02 -4.08 0.10  0.6875
C 1.20 -3.82 2.68  -0.1668
C 1.63 -5.39 3.01  -0.2247
O 0.41 -6.23 2.92  -0.1625
C 1.73 -1.52 1.70  -0.3836
C 1.86 -0.53 0.40  -0.0923
C 0.95 -0.95 -0.89  -0.2109
C 2.02 -1.23 -2.14  -0.2257
S 1.34 -2.33 -3.49  0.8031
O 1.85 -3.79 -3.18  -0.4165
O 2.10 -1.92 -4.81  -0.4158
O -0.35 -2.24 -3.70  -0.2434
O 0.40 -1.24 2.28  -0.0561
C 0.71 -0.32 3.43  -0.1444
N 0.53 0.71 4.23  0.1007
O 2.70 -0.88 2.65  -0.3584
H 2.18 -1.50 7.24  0.0416
H 3.16 -0.31 8.33  0.0528
H 2.19 0.34 6.73  0.0669
H 4.43 0.03 5.58  0.0648
H 5.07 -1.32 6.84  0.0626
H 5.14 -3.77 6.28  0.0353
H 3.51 -4.75 5.75  0.0232
H 4.84 -4.44 4.44  0.0357
H 4.66 -0.47 3.47  -0.0032
H 5.43 -2.33 3.48  -0.0223
H 5.24 -0.20 1.22  0.1056
H 4.52 -1.81 0.52  0.0701
H 7.22 -1.74 2.34  0.1347
H 6.01 -4.09 2.08  0.0721
H 7.47 -4.18 0.82  0.0759
H 5.65 -3.84 0.25  0.0923
H 0.11 -3.86 2.25  0.1150
H 1.14 -3.28 3.73  0.0965
H 2.52 -5.78 2.35  0.1151
H 1.97 -5.43 4.15  0.1098
H 0.14 -6.55 3.85  0.1036
H 2.96 -0.35 0.03  0.1119
H 1.46 0.54 0.76  0.1468
H 0.29 -1.91 -0.64  0.0986
H 0.15 -0.11 -1.18  0.1246
H 2.43 -0.19 -2.51  0.1321
H 2.92 -1.83 -1.63  0.1140
H -0.54 -2.86 -4.49  0.1191
C -5.86 1.90 -2.07  -0.1046
O -5.77 0.70 -1.31  -0.2051
C -6.79 -0.24 -1.67  -0.1942
C -6.34 -1.66 -1.33  -0.1717
O -5.40 -2.20 -2.27  -0.1374
C -4.07 -1.67 -2.20  -0.1666
C -3.30 -2.14 -0.96  -0.1838
O -3.69 -1.38 0.18  -0.2081
C -3.41 -2.06 1.40  -0.0954
H -6.80 2.41 -1.88  0.0856
H -5.03 2.55 -1.77  0.0782
H -5.75 1.68 -3.14  0.0875
H -7.00 -0.18 -2.74  0.1244
H -7.69 0.01 -1.10  0.1218
H -7.22 -2.31 -1.38  0.1237
H -5.96 -1.74 -0.30  0.1185
H -4.08 -0.59 -2.30  0.1168
H -3.56 -2.07 -3.09  0.1198
H -2.23 -1.97 -1.11  0.1091
H -3.48 -3.21 -0.80  0.1291
H -3.94 -3.02 1.43  0.0866
H -3.78 -1.44 2.22  0.0919
H -2.34 -2.21 1.51  0.0773
C -4.10 8.30 -5.35  -0.1121
O -3.17 7.27 -5.08  -0.2087
C -1.83 7.65 -5.39  -0.1939
C -0.83 6.84 -4.56  -0.1705
O -0.72 7.28 -3.20  -0.1369
C -1.83 6.97 -2.35  -0.1702
C -1.91 5.48 -1.99  -0.1890
O -2.48 4.74 -3.07  -0.2142
C -2.14 3.36 -3.02  -0.1079
H -4.11 8.53 -6.42  0.0844
H -5.09 7.95 -5.05  0.0882
H -3.86 9.19 -4.77  0.0853
H -1.67 8.72 -5.18  0.1249
H -1.66 7.46 -6.45  0.1227
H 0.17 6.98 -4.99  0.1257
H -1.04 5.76 -4.61  0.1182
H -2.77 7.34 -2.77  0.1159
H -1.65 7.53 -1.42  0.1255
H -2.56 5.35 -1.11  0.1252
H -0.91 5.11 -1.76  0.1276
H -1.05 3.24 -3.07  0.0873
H -2.58 2.87 -3.89  0.0905
H -2.53 2.90 -2.11  0.0796

=====

[2]
Density functional theory data (wB97M-V/def2-TZVPD) for 4 unconnected molecules or ions with the total composition C26H56ClN8O4.

**Maximum force**: 0.145 hartree/bohr
**Net charge**: +1
**Highest occupied orbital energy**: -9.8 eV

Each line ends with the Löwdin charge.
Cartesian coordinates (Å):
C 4.39 -1.78 -1.02  -0.1279
O 4.43 -1.67 -2.46  -0.2374
C 4.13 -0.28 -2.80  -0.2259
C 2.59 -0.20 -3.23  -0.1805
C 2.30 1.20 -3.96  -0.1914
C 1.32 2.09 -3.04  -0.1993
C 0.27 2.86 -3.99  -0.2005
C -1.22 2.27 -3.78  -0.2176
C -2.24 3.43 -3.32  -0.2121
C -2.14 3.71 -1.72  -0.1891
C -3.63 4.02 -1.23  -0.2125
C -4.23 2.92 -0.23  -0.1995
C -4.21 1.43 -0.82  -0.1853
C -5.55 1.01 -1.58  -0.1809
N -5.80 -0.49 -1.57  -0.4542
Cl -7.18 -1.01 -0.73  0.8078
C -4.89 -1.23 -2.20  -0.2673
N -3.69 -0.86 -2.90  0.1268
C -2.99 -2.00 -3.42  0.0420
N -3.84 -3.07 -3.01  0.0619
N -4.93 -2.64 -2.33  -0.0686
C -5.85 -3.72 -1.92  -0.1164
C -7.09 -3.71 -2.98  -0.2231
N -6.63 -3.11 -4.28  -0.0147
H 3.44 -1.29 -0.58  0.0936
H 5.29 -1.23 -0.57  0.0981
H 4.38 -2.88 -0.75  0.0966
H 4.29 0.40 -1.90  0.1270
H 4.81 0.03 -3.67  0.1338
H 1.88 -0.35 -2.34  0.1040
H 2.41 -1.05 -3.97  0.1142
H 1.83 1.01 -4.98  0.1000
H 3.24 1.84 -4.11  0.1191
H 0.73 1.47 -2.29  0.0867
H 1.87 2.89 -2.45  0.1129
H 0.56 2.75 -5.09  0.1029
H 0.22 3.99 -3.80  0.1075
H -1.27 1.39 -3.06  0.0845
H -1.60 1.91 -4.80  0.1036
H -2.16 4.38 -3.95  0.1176
H -3.28 3.00 -3.49  0.0878
H -1.42 4.57 -1.57  0.1130
H -1.69 2.79 -1.24  0.1035
H -3.58 5.00 -0.64  0.1140
H -4.38 4.20 -2.07  0.1086
H -5.31 3.22 0.02  0.1093
H -3.66 2.98 0.77  0.1195
H -3.95 0.74 0.07  0.1255
H -3.35 1.31 -1.56  0.0817
H -5.61 1.40 -2.65  0.1422
H -6.41 1.53 -1.03  0.1138
H -2.03 -2.03 -4.02  0.1560
H -3.61 -4.05 -3.25  0.1803
H -5.36 -4.75 -2.07  0.1343
H -6.22 -3.65 -0.86  0.1084
H -7.93 -3.02 -2.60  0.0904
H -7.54 -4.75 -3.13  0.1213
H -7.33 -2.43 -4.59  0.0787
H -6.50 -3.85 -4.98  0.0779
C 7.43 2.27 1.27  -0.0168
C 6.48 1.28 1.88  -0.5549
O 5.27 1.48 1.93  0.0051
N 6.99 0.13 2.39  0.0125
C 8.37 -0.29 2.44  -0.0744
H 6.86 3.13 0.91  0.0801
H 8.14 2.62 2.02  0.0843
H 7.95 1.82 0.42  0.0819
H 6.29 -0.48 2.79  0.0932
H 8.46 -1.24 1.90  0.0819
H 8.65 -0.45 3.48  0.0856
H 9.04 0.44 1.99  0.0719
C 3.18 -1.19 3.56  -0.0068
C 4.27 -1.89 4.32  -0.5243
O 5.42 -1.46 4.36  0.0086
N 3.95 -3.04 4.98  0.0051
C 2.67 -3.71 5.05  -0.0771
H 3.59 -0.29 3.09  0.0749
H 2.79 -1.84 2.77  0.0877
H 2.37 -0.89 4.24  0.0439
H 4.73 -3.45 5.46  0.1392
H 2.37 -3.77 6.10  0.0817
H 2.78 -4.72 4.65  0.0806
H 1.90 -3.18 4.49  0.0714
C 0.14 0.42 6.55  0.0022
C -0.27 -0.13 5.21  -0.5204
O 0.55 -0.54 4.40  0.0065
N -1.60 -0.17 4.92  0.0025
C -2.72 0.26 5.73  -0.0760
H 1.22 0.38 6.64  0.0889
H -0.18 1.46 6.65  0.0898
H -0.29 -0.18 7.36  0.0888
H -1.79 -0.55 4.00  0.1367
H -3.38 -0.59 5.89  0.0833
H -3.26 1.04 5.19  0.0822
H -2.40 0.66 6.69  0.0775

=====

[3]
Density functional theory data (wB97M-V/def2-TZVPD) for a molecular structure, C26H56F2O19P3Tl.

**Maximum force**: 0.227 hartree/bohr
**Net charge**: +2
**Highest occupied orbital energy**: -14.3 eV

Each line ends with the Löwdin charge.
Cartesian coordinates (Å):
Tl 6.50 6.17 -26.01  1.2721
C 4.88 3.00 -26.58  -0.0684
C 5.41 3.22 -25.16  -0.3048
O 5.57 4.57 -24.85  -0.3118
H 3.86 3.30 -26.81  0.1039
H 4.84 1.92 -26.63  0.0052
H 5.56 3.28 -27.38  0.1106
H 6.34 2.69 -24.98  0.0785
H 4.70 2.72 -24.49  0.1278
C 4.39 4.24 -22.61  -0.0168
C 3.22 4.07 -23.51  -0.3043
O 2.43 5.21 -23.20  0.1810
C 2.83 5.81 -22.06  -0.4691
O 2.29 6.74 -21.45  0.2044
O 3.89 5.12 -21.59  0.1437
F 2.45 2.99 -23.28  0.0365
H 5.19 4.68 -23.20  0.1202
H 4.81 3.37 -22.11  0.1776
H 3.56 4.05 -24.55  0.1227
C 3.12 1.41 -28.31  0.0003
C 2.38 1.29 -29.58  -0.3530
O 1.15 1.96 -29.46  0.1858
C 1.08 2.51 -28.22  -0.4386
O 0.17 3.25 -27.82  0.1726
O 2.06 1.99 -27.43  -0.0898
F 2.19 0.03 -29.86  0.1570
H 3.92 2.13 -28.40  0.1299
H 3.50 0.47 -27.91  0.1329
H 2.98 1.76 -30.37  0.1792
C 2.60 2.20 -25.47  -0.1207
C 1.56 1.32 -24.73  -0.1043
O 2.37 0.32 -24.12  -0.2460
P 1.83 -0.26 -22.73  0.5039
O 1.42 0.86 -21.80  -0.2178
O 0.74 -1.36 -23.02  -0.1277
C 1.04 -2.33 -24.00  -0.2654
C -0.22 -3.20 -24.20  -0.0367
O 3.10 -1.10 -22.13  -0.2081
C 3.10 -1.40 -20.74  -0.2403
C 4.30 -2.38 -20.52  -0.0345
H 3.39 2.58 -24.82  0.0395
H 3.11 1.80 -26.34  0.0359
H 2.04 3.00 -25.94  0.1384
H 1.22 2.04 -23.98  0.1269
H 0.71 0.87 -25.24  0.1603
H 1.20 -2.01 -25.03  0.1233
H 1.87 -2.98 -23.71  0.0665
H 0.21 -4.14 -24.55  0.0808
H -0.84 -3.47 -23.34  0.0843
H -0.96 -2.73 -24.85  0.0807
H 3.19 -0.48 -20.16  0.1138
H 2.11 -1.80 -20.51  0.1221
H 5.14 -1.98 -21.10  0.0705
H 4.66 -2.42 -19.50  0.0784
H 4.02 -3.39 -20.81  0.0597
C 10.37 2.44 -28.88  -0.0334
C 9.08 2.83 -28.15  -0.2582
O 9.14 2.81 -26.72  -0.1702
P 9.00 4.12 -25.72  0.6315
O 7.80 4.95 -26.01  -0.4431
O 10.41 4.89 -25.90  -0.1531
C 11.56 4.62 -25.18  -0.2375
C 12.14 3.24 -25.61  -0.0558
O 9.14 3.46 -24.24  -0.1431
C 8.08 2.64 -23.74  -0.2019
C 8.66 1.48 -22.73  0.0018
H 10.69 1.43 -28.60  0.0888
H 10.24 2.41 -29.96  0.0931
H 11.14 3.17 -28.62  0.0755
H 8.75 3.79 -28.55  0.1130
H 8.20 2.23 -28.39  0.1166
H 12.31 5.34 -25.51  0.1372
H 11.38 4.64 -24.11  0.1231
H 12.65 3.29 -26.57  0.0816
H 13.04 3.03 -25.02  0.0857
H 11.53 2.36 -25.40  0.0756
H 7.31 3.23 -23.24  0.1091
H 7.64 2.09 -24.57  0.0822
H 7.92 0.98 -22.10  0.0738
H 9.22 0.69 -23.22  0.0715
H 9.39 1.93 -22.05  0.0761
C 4.58 0.47 -25.96  -0.1110
C 4.19 -0.79 -25.22  -0.2018
O 4.54 -1.90 -26.04  -0.1700
P 4.83 -3.41 -25.39  0.5596
O 5.10 -4.50 -26.39  -0.2218
O 3.52 -3.67 -24.46  -0.2101
C 3.49 -4.55 -23.41  -0.3161
C 3.39 -6.00 -23.84  -0.0465
O 6.05 -3.16 -24.35  -0.2157
C 7.31 -2.67 -24.73  -0.2785
C 8.29 -3.65 -24.09  -0.0575
H 5.67 0.45 -26.02  0.1210
H 4.40 0.54 -27.03  0.0584
H 4.20 1.37 -25.48  0.0333
H 4.88 -0.90 -24.39  0.1242
H 3.14 -0.76 -24.95  0.0761
H 4.46 -4.56 -22.90  0.1100
H 2.77 -4.18 -22.68  0.1154
H 2.49 -6.28 -24.39  0.0841
H 4.24 -6.26 -24.47  0.0769
H 3.51 -6.69 -23.00  0.0879
H 7.45 -2.68 -25.81  0.1216
H 7.37 -1.67 -24.30  0.1049
H 8.12 -3.60 -23.02  0.0728
H 8.09 -4.69 -24.34  0.0938
H 9.34 -3.37 -24.02  0.0798

=====

Frontier orbital gap (computed, Eh): 0.2074, 0.2460, 0.0842